Formula: C16H24CaN8
Source: the OMol25 dataset
Level of theory: ωB97M-V/def2-TZVPD

Each line ends with the Mulliken charge.
CARTESIAN COORDINATES (ANGSTROEM)
Ca  15.774  -2.740  -17.300  2.442
C  16.808  -0.479  -21.639  -0.865
C  16.208  -0.925  -20.389  0.184
N  15.735  -1.274  -19.406  -0.290
H  17.514  -1.176  -22.077  0.277
H  17.172  0.534  -21.467  0.303
H  15.970  -0.292  -22.315  0.313
C  13.759  -5.859  -20.800  -1.025
C  14.291  -4.895  -19.880  0.262
N  14.740  -4.157  -19.128  -0.321
H  12.727  -6.190  -20.694  0.332
H  14.305  -6.789  -20.606  0.292
H  13.933  -5.619  -21.847  0.300
C  14.881  -1.152  -12.841  -0.806
C  15.455  -2.014  -13.868  0.391
N  15.858  -2.658  -14.727  -0.395
H  14.124  -0.517  -13.294  0.230
H  15.741  -0.531  -12.581  0.267
H  14.569  -1.775  -12.006  0.336
C  16.307  -7.632  -15.898  -0.932
C  16.203  -6.228  -16.292  0.243
N  16.111  -5.134  -16.619  -0.344
H  15.303  -8.052  -15.851  0.287
H  16.749  -7.642  -14.902  0.296
H  16.914  -8.211  -16.589  0.305
C  12.395  1.055  -16.460  -0.971
C  13.537  0.151  -16.611  0.194
N  14.443  -0.540  -16.738  -0.146
H  12.310  1.749  -17.293  0.324
H  12.574  1.657  -15.566  0.301
H  11.459  0.530  -16.283  0.295
C  18.460  0.440  -14.734  -0.819
C  17.789  -0.235  -15.829  0.303
N  17.371  -0.805  -16.733  -0.281
H  17.724  0.565  -13.934  0.149
H  18.780  1.455  -14.966  0.329
H  19.270  -0.113  -14.263  0.297
C  11.098  -4.638  -16.431  -0.918
C  12.458  -4.100  -16.328  0.240
N  13.518  -3.677  -16.216  -0.194
H  10.460  -4.328  -15.609  0.328
H  11.170  -5.726  -16.442  0.289
H  10.696  -4.345  -17.400  0.286
C  19.093  -4.780  -20.340  -0.851
C  18.506  -4.069  -19.163  0.293
N  18.059  -3.459  -18.300  -0.415
H  19.872  -5.480  -20.046  0.334
H  19.518  -4.053  -21.027  0.295
H  18.249  -5.344  -20.734  0.261

Calculated values
charge: +2
largest force on an atom: 1.76 eV Å⁻¹
highest occupied orbital energy: -16.6 eV
gap between HOMO and LUMO: 12.306 eV